No. 1
DFT (ωB97M-V with the def2-TZVPD basis set) results for C20H23N3O7S in the gas phase in a non-equilibrium geometry.

Last column: natural (NBO) charge in e.
Element x y z (Å)
C -2.82094 0.27141 -6.04949  -0.258
O -1.90102 0.37297 -4.97418  -0.494
C -1.42956 1.59307 -4.71525  0.775
O -1.73791 2.57585 -5.34534  -0.590
C -0.48180 1.60753 -3.56644  -0.111
C 0.10487 2.82469 -3.21434  -0.197
C 0.97731 2.87716 -2.15275  -0.154
C 1.29094 1.72713 -1.42114  -0.226
C 2.23101 1.82394 -0.28998  0.798
O 2.68411 0.87884 0.33278  -0.630
O 2.56013 3.08219 0.01176  -0.499
C 3.47289 3.24694 1.08671  -0.260
C 0.70066 0.49511 -1.78370  0.291
N 0.99049 -0.62999 -1.03647  -0.663
C 0.50689 -1.90080 -1.16862  0.668
O -0.08189 -2.33392 -2.12748  -0.569
C 0.75916 -2.71880 0.10165  -0.315
N -0.02682 -2.14509 1.18235  -0.721
C 0.49500 -1.05348 1.90521  0.221
C 1.60762 -1.26061 2.71971  -0.247
C 2.11122 -0.22785 3.48630  -0.194
C 1.51046 1.02004 3.45901  -0.226
C 0.41421 1.23416 2.64130  -0.198
C -0.09039 0.20832 1.86121  -0.284
S -1.69779 -2.25497 0.93298  2.465
O -1.90022 -3.54820 0.37654  -0.929
O -2.21975 -1.10972 0.25601  -0.939
N -2.31276 -2.27821 2.46286  -0.680
C -2.71468 -1.05551 3.10895  -0.414
C -1.77366 -3.31083 3.31063  -0.419
C -0.18693 0.45370 -2.85914  -0.229
H -3.10200 -0.77664 -6.10841  0.200
H -2.35381 0.59858 -6.98108  0.193
H -3.69723 0.89493 -5.85969  0.194
H -0.14118 3.70609 -3.78552  0.239
H 1.43658 3.81089 -1.87003  0.234
H 4.46054 2.87728 0.80326  0.193
H 3.51050 4.31375 1.29080  0.198
H 3.12841 2.69259 1.96213  0.201
H 1.60789 -0.43489 -0.24635  0.445
H 1.81577 -2.71892 0.37584  0.224
H 0.40190 -3.73644 -0.06160  0.258
H 2.06911 -2.23629 2.74730  0.217
H 2.97434 -0.39912 4.11207  0.218
H 1.89788 1.82120 4.07165  0.215
H -0.04831 2.20958 2.59767  0.218
H -0.92962 0.37682 1.20655  0.254
H -1.90619 -0.61307 3.70207  0.188
H -3.02155 -0.36334 2.33023  0.236
H -3.56572 -1.26090 3.76112  0.203
H -2.52022 -3.59828 4.05154  0.207
H -0.86171 -2.98379 3.82378  0.186
H -1.55049 -4.16224 2.67372  0.235
H -0.64572 -0.48286 -3.12869  0.276

As for the LUMO energy: -0.0061 hartree. As for the SMILES: COC(=O)c1ccc(C(=O)OC)c(NC(=O)CN(c2ccccc2)S(=O)(=O)N(C)C)c1. The calculation puts the gap between HOMO and LUMO at 8.527 eV. As for the HOMO energy: -0.3195 Ha. The calculation puts the electronic energy at -1865.096288 Ha. Its max |F| is 0.020 hartree/bohr. The energy above the lowest of the compared OMol25 structures with the same formula, charge and spin comes out at 142.7 kJ/mol.



No. 2
DFT (ωB97M-V with the def2-TZVPD basis set) results for a molecular structure, H2NaO.

Last column: natural (NBO) charge in e.
Element x y z (Å)
Na -1.08851 1.53688 -1.20498  0.998
O 0.14173 -0.21618 0.29339  -1.006
H -0.15717 -1.08161 0.59095  0.507
H 1.10394 -0.23909 0.32064  0.502

As for the LUMO energy: -0.1864 hartree. Its total charge is +1. The calculation puts the gap between HOMO and LUMO at 11.742 eV. As for the HOMO energy: -0.6179 Ha. The calculation puts the electronic energy at -238.535128 Ha. Its max |F| is 0.014 hartree/bohr. The energy above the lowest of the compared OMol25 structures with the same formula, charge and spin comes out at 12.2 kJ/mol.



No. 3
DFT (ωB97M-V with the def2-TZVPD basis set) results for a molecular structure, C37H90N6O15Sr2 in a non-equilibrium geometry.

Last column: Mulliken charge in e.
Element x y z (Å)
Sr -0.79099 -0.96188 -2.63567  0.135
Sr 1.79434 -1.64893 1.61925  1.173
C 0.02491 0.03007 0.02533  0.456
O -0.75531 0.61765 -0.74609  -0.048
O 0.50939 0.33592 1.10220  -0.996
O 0.36926 -1.05726 -0.42052  0.659
C -3.95953 4.19686 4.44198  -1.013
O -3.27090 3.56295 3.38508  -0.015
C -2.45295 2.68179 3.94533  -1.642
C -1.59211 1.84687 3.10534  0.413
N -0.91544 2.59582 1.98389  0.588
C 0.47122 2.98217 2.42353  -0.132
C 1.15136 3.88871 1.39536  -0.496
O 0.51316 5.08207 1.35137  -0.196
C 1.30832 6.25932 1.08568  -0.863
H -4.64321 3.67588 5.11225  0.382
H -4.57310 5.01330 4.06113  0.275
H -3.30208 4.50635 5.25443  0.392
H -3.03265 1.93920 4.49360  0.363
H -1.78818 3.28366 4.56496  0.354
H -2.14829 1.01195 2.67910  0.303
H -0.82598 1.40972 3.74568  0.080
H -0.67598 1.86835 1.32545  -1.208
H 1.13532 2.12369 2.52407  -0.293
H 0.50044 3.47973 3.39289  0.606
H 1.31973 3.39372 0.43895  -0.187
H 2.13638 4.12288 1.79908  0.750
H 2.18538 6.35228 1.72615  0.365
H 0.64401 7.11080 1.23322  0.232
H 1.64774 6.24488 0.04998  0.305
C -0.82896 2.14031 -5.33390  -1.186
O -1.48878 1.11626 -4.67285  0.843
C -2.85041 1.02916 -4.99389  -1.126
C -3.34621 -0.37339 -4.83805  -0.889
N -3.18994 -0.77725 -3.44710  0.520
C -3.96943 -1.95860 -3.09020  -1.049
C -3.94843 -2.04185 -1.53366  -0.974
O -2.64141 -2.22412 -1.05369  0.641
C -2.67129 -2.46654 0.37645  -0.858
H -1.45531 3.02121 -5.19318  0.364
H -0.63137 1.98635 -6.39473  0.303
H 0.15429 2.17446 -4.86469  0.245
H -3.11497 1.27133 -6.02320  0.497
H -3.36602 1.64725 -4.25889  0.367
H -2.86239 -0.82237 -5.70548  0.297
H -4.38155 -0.42308 -5.17523  0.504
H -3.60051 -0.00695 -2.93899  -0.309
H -3.58451 -2.91602 -3.44135  0.267
H -5.02685 -1.89204 -3.34619  0.613
H -4.70669 -2.79448 -1.31757  0.462
H -4.37342 -1.12136 -1.13344  0.413
H -3.44148 -3.21818 0.54944  0.652
H -2.84707 -1.54307 0.92818  0.154
H -1.73361 -2.78566 0.83144  -0.435
C -0.14086 -4.69994 1.83113  -1.482
O 0.82264 -3.88884 1.16944  0.469
C 1.75924 -4.62937 0.46771  -1.005
C 2.63318 -3.75654 -0.52503  -0.518
N 3.55218 -2.93090 0.24577  -0.356
C 4.27358 -2.07165 -0.66616  -0.401
C 4.74370 -0.70085 -0.08011  -1.152
O 3.82439 -0.07693 0.77536  0.204
C 4.22495 1.36085 0.94034  -1.133
H 0.37279 -5.31942 2.56632  0.387
H -0.67874 -5.22358 1.04082  0.413
H -0.81868 -4.10192 2.44024  0.259
H 1.24808 -5.24823 -0.26974  0.427
H 2.38969 -5.12061 1.20886  0.512
H 1.99009 -3.16532 -1.17697  -0.305
H 3.34002 -4.31097 -1.14236  0.804
H 4.26977 -3.56900 0.55883  0.528
H 3.57876 -1.71250 -1.42532  -0.308
H 5.10954 -2.52559 -1.19833  0.547
H 5.22341 -0.02733 -0.79028  0.591
H 5.57948 -0.92746 0.58187  0.526
H 3.83151 1.91815 0.09020  0.283
H 5.30208 1.51821 0.99597  0.462
H 3.75357 1.85270 1.79120  0.246
C 6.39209 -2.30159 6.24045  -0.751
O 5.87115 -2.40556 4.87619  -0.294
C 5.23604 -3.68750 4.55214  -0.905
C 4.26445 -3.49031 3.37363  -0.128
N 3.15267 -2.61824 3.74987  0.493
C 2.22146 -3.33767 4.54179  -0.800
C 0.96257 -2.40655 4.82862  -1.103
O 0.40283 -2.09455 3.56180  0.597
C -0.93295 -1.53367 3.72152  -1.049
H 6.79077 -1.29007 6.31777  0.235
H 7.17350 -3.05762 6.31744  0.319
H 5.61118 -2.55897 6.95600  0.320
H 4.75496 -4.05641 5.45798  0.391
H 6.08816 -4.30937 4.27775  0.498
H 3.91065 -4.46741 3.04467  0.274
H 4.67613 -2.98039 2.50265  -0.262
H 3.56829 -1.92723 4.35803  0.196
H 2.59360 -3.60865 5.52981  0.456
H 1.79697 -4.19932 4.02654  0.196
H 1.41900 -1.51500 5.25863  0.450
H 0.27165 -2.81958 5.56355  0.438
H -1.65059 -2.30227 4.00850  0.471
H -1.24332 -1.13852 2.75425  -0.114
H -0.96728 -0.66929 4.38467  0.495
C -5.41402 2.03436 1.47528  -0.799
O -4.35154 2.73094 0.77043  -0.164
C -4.28012 2.20368 -0.57702  -0.180
C -3.31624 3.15460 -1.30514  -0.632
N -1.92493 3.16601 -0.79919  0.997
C -1.04530 4.07411 -1.60024  0.643
C -1.60485 5.46421 -1.92859  -1.446
O -1.93891 6.00095 -0.66692  -0.001
C -2.03574 7.37478 -0.71264  -1.051
H -5.03988 2.03328 2.49906  0.186
H -5.63136 1.01638 1.15194  0.308
H -6.33053 2.62341 1.44150  0.240
H -5.16937 1.89591 -1.12712  0.684
H -3.72697 1.28091 -0.40200  -0.404
H -3.76920 4.14343 -1.23334  0.505
H -3.25233 2.95023 -2.37391  0.125
H -1.55185 2.24297 -0.62917  -0.472
H -0.78047 3.70061 -2.58941  -0.234
H -0.16287 4.23844 -0.98186  -0.189
H -2.44470 5.42386 -2.62221  0.400
H -0.81340 6.04320 -2.40449  0.630
H -2.24600 7.82427 0.25784  0.256
H -2.72309 7.67803 -1.50238  0.358
H -1.14290 7.90873 -1.03797  0.372
C 1.97825 1.36006 -2.60600  -0.423
O 1.31841 0.29705 -3.28981  0.644
C 1.97326 -0.25618 -4.47621  -0.731
C 0.97342 -0.87651 -5.42296  -0.884
N 0.10112 -2.00228 -4.90626  -0.335
C 0.90892 -3.19477 -4.50156  -0.560
C 0.01599 -4.23698 -3.84104  -1.118
O -0.43703 -3.76579 -2.60580  1.015
C -1.23938 -4.76477 -2.03518  -1.104
H 2.88292 1.69955 -3.11039  0.611
H 2.16044 1.01140 -1.58946  -0.453
H 1.39442 2.27389 -2.49574  -0.120
H 2.65611 -1.06183 -4.20649  0.419
H 2.51313 0.39519 -5.16350  0.452
H 1.38296 -1.31532 -6.33281  0.604
H 0.36136 -0.02319 -5.71506  -0.064
H -0.44123 -2.48352 -5.60937  0.320
H 1.58985 -2.70095 -3.80833  0.019
H 1.43817 -3.58717 -5.36989  0.400
H 0.63864 -5.12686 -3.74876  0.497
H -0.75648 -4.47904 -4.57096  0.446
H -1.66079 -4.53828 -1.05579  -0.129
H -0.62687 -5.66245 -1.95081  0.472
H -2.05535 -5.00566 -2.71654  0.409

As for the LUMO energy: -0.1429 hartree. Its total charge is +2. The calculation puts the gap between HOMO and LUMO at 6.475 eV. As for the HOMO energy: -0.3808 Ha. The calculation puts the electronic energy at -2981.733188 Ha. Its max |F| is 0.163 hartree/bohr. The energy above the lowest of the compared OMol25 structures with the same formula, charge and spin comes out at 408.6 kJ/mol.